[1]
Here is one molecule with the formula C7H11N3O4 from the OMol25 dataset. Energies are from ωB97M-V/def2-TZVPD.

Computed properties:
- HOMO-LUMO gap (eV) = 10.51
- SMILES string = OC[C@H]1O[C@H](n2nccn2)[C@@H](O)[C@@H]1O

Structure (ORCA input):
```
! wB97M-V def2-TZVPD RIJCOSX def2/J DEFGRID3
* xyz 0 1
C 4.225 -0.216 -0.336
C 3.655 -0.644 0.861
C -0.607 0.471 0.770
C 0.216 1.439 -0.220
C -1.004 -0.654 -0.105
C 0.883 0.338 -1.055
C -2.412 -0.355 -0.739
N 3.225 0.182 -1.169
N 2.377 -0.450 0.801
N 2.141 -0.069 -0.442
O -0.031 -0.772 -1.109
O 0.017 0.046 1.931
O -0.644 2.211 -0.921
O -3.471 -1.199 -0.222
H 5.191 -0.390 -0.704
H 4.040 -1.330 1.651
H -1.337 1.055 1.177
H 1.012 2.017 0.260
H -1.137 -1.529 0.508
H 1.124 0.562 -2.076
H -2.234 -0.573 -1.770
H -2.572 0.715 -0.581
H 0.852 -0.270 1.694
H -1.455 1.668 -1.059
H -3.340 -1.356 0.773
*
```



[2]
Here is an isolated ion of composition C4H12N3 and charge +1 from the OMol25 dataset. Energies are from ωB97M-V/def2-TZVPD.

Computed properties:
- HOMO-LUMO gap (spin up / spin down) (eV) = 5.28 / 6.73

Structure (ORCA input):
```
! wB97M-V def2-TZVPD RIJCOSX def2/J DEFGRID3
* xyz 1 3
C -0.042 0.436 1.121
C 0.862 -0.469 0.412
C -1.513 0.304 0.467
C 1.838 0.238 -0.513
N -1.410 -1.178 0.206
N -1.493 0.814 -0.913
N -0.147 -1.243 -0.535
H -0.240 0.133 2.071
H 0.380 1.356 1.151
H 1.367 -1.301 1.138
H -2.310 0.576 1.116
H 1.434 0.901 -1.242
H 2.397 -0.543 -1.095
H 2.368 0.864 0.088
H -1.348 -1.748 1.127
H -2.172 0.218 -1.466
H -1.884 1.793 -0.927
H -0.220 -0.600 -1.332
H 0.035 -2.228 -0.696
*
```



[3]
Here is C34H29BF6N2O2S as an isolated structure from the OMol25 dataset. Energies are from ωB97M-V/def2-TZVPD.

Computed properties:
- HOMO-LUMO gap (eV) = 4.36

Structure (ORCA input):
```
! wB97M-V def2-TZVPD RIJCOSX def2/J DEFGRID3
* xyz 0 1
C -0.627 -5.874 -1.896
C -0.260 -4.546 -1.321
C 0.770 -4.346 -0.404
C 0.667 -3.134 0.340
C -0.372 -2.249 -0.033
B 1.161 1.266 -3.249
C -1.351 -1.852 1.002
C -2.717 -1.841 0.699
C -3.642 -1.299 1.581
C -5.057 -1.197 1.087
F -5.215 -0.044 0.325
F -5.413 -2.242 0.272
F -5.985 -1.120 2.078
C -3.257 -0.820 2.828
C -1.899 -0.819 3.144
C -1.396 -0.193 4.427
F -0.071 0.176 4.315
F -2.102 0.953 4.711
F -1.504 -0.999 5.527
C -0.957 -1.364 2.273
O 2.220 0.614 -3.861
C 1.519 -0.540 -4.368
C 0.065 -0.094 -4.506
O -0.094 1.138 -3.793
S -1.164 -3.081 -1.465
H -0.040 -6.647 -1.377
H -1.694 -6.097 -1.740
H -0.421 -5.974 -2.969
H 1.493 -5.149 -0.223
H 1.265 -2.916 1.226
H -3.080 -2.234 -0.251
H -3.993 -0.413 3.511
H 0.095 -1.380 2.565
H 1.990 -0.839 -5.306
H 1.582 -1.366 -3.633
H -0.186 0.078 -5.559
H -0.598 -0.844 -4.039
C -3.781 2.571 1.249
N -2.432 2.113 0.922
C -2.080 1.077 0.107
C -0.696 0.883 0.114
C 0.064 -0.099 -0.644
C 1.328 0.444 -1.054
C 1.395 1.794 -1.750
N 2.747 2.225 -1.572
C 3.117 3.558 -2.033
C 3.536 1.173 -1.189
C 2.683 0.061 -0.824
C 3.286 -0.971 -0.091
C 4.679 -1.036 0.021
C 5.491 0.022 -0.433
C 4.915 1.145 -1.038
C -0.171 1.888 1.052
C -1.289 2.616 1.535
C -1.220 3.628 2.489
C 0.046 3.940 2.996
C 1.176 3.250 2.534
C 1.078 2.230 1.564
H -3.707 3.569 1.693
H -4.387 2.621 0.336
H -4.267 1.901 1.980
H -2.833 0.531 -0.456
H -0.571 -0.595 -1.436
H 0.640 2.530 -1.452
H 4.111 3.630 -2.488
H 2.342 3.846 -2.771
H 3.059 4.291 -1.200
H 2.641 -1.703 0.396
H 5.169 -1.917 0.460
H 6.575 -0.015 -0.275
H 5.484 2.006 -1.394
H -2.127 4.138 2.819
H 0.147 4.717 3.758
H 2.155 3.513 2.952
H 1.966 1.713 1.205
*
```



The evaluated relative energy (zero: lowest compared OMol25 entry of this formula, charge and spin) for the records listed, in turn: 328.27; 471.88; 247.77 kJ/mol.